Here is the ion C3H4N3 with charge +1 from the Open Molecules 2025 dataset. Energies are from the ωB97M-V functional and the def2-TZVPD basis.

Geometry as XYZ:
```
10
Properties=species:S:1:pos:R:3:forces:R:3:nbo_charge:R:1
C -2.262590 0.392231 0.019847 1.04 -1.07 -2.46 -0.48
C -1.296116 -0.456921 -0.124952 -1.64 2.64 0.94 0.37
N -0.460146 -1.300234 -0.074378 2.91 -2.49 -0.54 -0.23
N 0.919734 -1.042999 0.033519 0.98 5.83 0.84 -0.43
C 1.687318 0.160177 0.054964 -0.98 -1.40 -0.14 0.76
N 2.407692 1.081523 0.056093 -2.33 -2.64 -0.03 -0.45
H -2.678136 0.720060 -0.900140 -0.60 0.78 -0.41 0.26
H -2.761796 0.361341 0.908816 -1.25 0.59 2.34 0.26
H 1.458294 -1.801687 -0.182340 1.68 -2.46 -0.60 0.44
H 2.985744 1.886506 0.208572 0.19 0.22 0.06 0.51
```
Positions in Å, forces in eV/Å.

Values from the calculation:
- Calculated total energy: -280.55206 Eh
- Structure (SMILES): C=C=NNC#[NH+]
- Kohn-Sham gap: 9.30 eV
- LUMO energy: -4.952 eV
- Total charge: +1



Here is the ion C3H6NOS2 with charge -1 from the Open Molecules 2025 dataset. Energies are from the ωB97M-V functional and the def2-TZVPD basis.

Geometry as XYZ:
```
13
Properties=species:S:1:pos:R:3:forces:R:3:nbo_charge:R:1
C -0.645241 0.913824 -0.899815 -0.29 -0.28 4.29 -0.61
C -0.110031 0.153379 0.356651 0.03 1.16 -0.60 -0.13
N 1.358810 -0.116516 0.085651 -0.20 -3.15 -0.07 -0.23
O 2.130047 0.975514 0.070705 0.22 0.29 0.00 -0.75
C -0.931627 -1.099827 0.840236 1.03 2.05 -2.07 -0.36
S -2.499715 -1.205526 0.368184 -1.06 -0.20 0.21 -0.23
S 0.046000 -2.167118 1.563324 0.81 -2.22 1.69 -0.23
H -0.382039 0.382369 -1.699025 0.67 -2.31 -3.57 0.18
H -0.263308 1.868321 -1.010498 1.21 1.89 0.16 0.21
H -1.682691 1.001734 -0.786918 -1.53 -0.11 -0.17 0.23
H 0.020324 0.852585 1.164026 -0.48 0.32 0.62 0.22
H 1.651475 -0.953442 0.814678 -0.93 2.11 -1.65 0.38
H 1.307996 -0.605297 -0.867201 0.51 0.45 1.16 0.32
```
Positions in Å, forces in eV/Å.

Values from the calculation:
- Calculated total energy: -1044.24029 Eh
- Structure (SMILES): C[C@H]([NH2+][O-])C(=S)[S-]
- Kohn-Sham gap: 7.58 eV
- LUMO energy: 3.588 eV
- Total charge: -1



Here is a cluster of 2 separate species, C53H63F2N2 in total from the Open Molecules 2025 dataset. Energies are from the ωB97M-V functional and the def2-TZVPD basis.

Geometry as XYZ:
```
120
Properties=species:S:1:pos:R:3:forces:R:3:lowdin_charge:R:1
F -7.290254 6.213907 -3.353576 0.11 -1.49 0.01 0.06
C -7.254627 4.839297 -3.341006 0.15 0.96 -0.11 -0.22
C -8.461716 4.150542 -3.484435 0.58 -0.43 0.10 0.05
C -8.409979 2.748746 -3.508185 -0.09 0.21 -0.06 -0.04
C -7.202697 2.076147 -3.373420 0.51 0.05 0.14 0.00
C -5.984647 2.782547 -3.167261 -0.76 0.69 -0.28 -0.20
C -4.768781 2.064949 -2.918676 0.75 -0.58 0.61 0.06
C -3.551524 2.634416 -2.544534 -0.32 0.23 1.12 -0.04
C -2.292899 2.017913 -2.669310 -1.14 0.22 -1.48 0.12
C -1.212075 2.806546 -3.238789 0.70 0.94 0.09 -0.21
C -0.932201 4.061953 -2.652946 -0.03 -0.31 -0.14 0.07
C 0.113670 4.816515 -3.155224 0.24 0.77 0.28 -0.22
F 0.391321 6.015693 -2.552099 -0.21 -1.16 -0.58 0.06
C 0.877678 4.421369 -4.255367 -0.46 -0.24 0.32 0.04
C 0.527947 3.228963 -4.902894 -0.19 0.28 0.03 -0.04
C -0.508217 2.439427 -4.421194 -0.44 -0.48 0.55 -0.03
C -6.025921 4.206086 -3.217292 -0.20 -0.33 0.26 0.08
H -9.401811 4.691003 -3.585783 0.30 -0.09 0.01 0.14
H -9.336193 2.188774 -3.647169 0.33 0.14 0.06 0.12
H -7.168512 0.988730 -3.406761 -0.10 0.20 0.06 0.12
H -4.804508 0.978593 -3.052896 0.05 0.26 -0.17 0.14
H -3.571912 3.659394 -2.150400 0.16 -0.06 -0.99 0.12
H -2.185473 0.936777 -2.554141 -0.13 0.02 -0.52 0.13
H -1.524322 4.391170 -1.800631 0.42 0.12 -0.09 0.14
H 1.699617 5.042380 -4.599985 -0.17 -0.08 0.07 0.13
H 1.060234 2.934944 -5.810288 -0.20 0.06 0.34 0.13
H -0.829095 1.548150 -4.971529 0.32 0.37 0.32 0.12
H -5.102575 4.779211 -3.156931 -0.37 0.05 -0.01 0.13
C 1.040067 0.538911 -2.190266 0.30 0.42 0.50 -0.05
C 1.224519 -0.805573 -2.861719 -0.51 0.25 0.33 -0.50
C 1.031925 -0.622388 -4.371048 -0.02 -0.16 -0.29 -0.06
C 2.666493 -1.257977 -2.670600 0.13 -0.40 0.23 -0.03
C 0.189027 -1.826081 -2.280206 0.01 0.46 -0.10 -0.08
C -0.980882 -2.008343 -3.032323 0.14 -0.32 -0.24 -0.06
C -1.603411 -3.248414 -3.040834 0.06 -0.07 0.26 -0.06
C -1.148853 -4.216195 -2.151526 -0.37 0.06 -0.10 -0.05
C -0.377853 -3.858157 -1.034268 0.07 -0.14 0.10 -0.05
C -0.414983 -4.920627 0.125047 0.10 0.04 -0.40 -0.52
C -0.296991 -4.320941 1.513139 0.17 0.19 0.34 -0.06
C 0.677089 -5.975576 -0.101461 0.21 -0.09 -0.03 -0.04
C -1.765759 -5.663876 0.162935 -0.20 -0.14 -0.17 -0.07
C 0.331114 -2.615334 -1.100395 -0.14 -0.31 0.09 -0.07
N 1.145854 -2.141566 -0.005284 0.45 -0.60 -0.58 0.01
C 2.372983 -2.803082 0.424540 0.17 -0.42 -0.88 -0.12
C 2.703533 -2.141764 1.731561 0.06 0.30 1.02 -0.10
N 1.871602 -0.936038 1.756819 0.09 -0.01 -0.18 0.00
C 2.165737 0.055774 2.784178 0.35 -0.17 0.46 -0.07
C 3.306843 0.900855 2.616765 0.20 -0.02 -0.18 -0.08
C 4.265221 1.023682 1.382085 -0.14 -0.03 0.35 -0.52
C 4.688004 2.488341 1.171153 0.09 0.23 0.05 -0.06
C 3.657698 0.601249 0.064895 0.01 -0.28 -0.43 -0.06
C 5.546234 0.215506 1.632594 0.15 -0.11 0.03 -0.03
C 3.698855 1.720051 3.677467 -0.13 0.31 0.13 -0.04
C 2.909741 1.890216 4.803303 0.14 -0.04 -0.08 -0.05
C 1.820180 1.060804 4.975657 0.11 0.05 -0.04 -0.04
C 1.503664 0.055818 4.053083 -0.07 -0.18 0.10 -0.07
C 0.563544 -1.035956 4.649289 -0.08 0.46 -0.16 -0.52
C -0.513738 -0.425531 5.559643 -0.05 0.19 0.29 -0.05
C 1.415267 -1.980344 5.513892 0.30 0.02 -0.03 -0.03
C -0.175926 -1.817211 3.596290 -0.30 -0.48 -0.27 -0.06
C 0.919692 -0.999900 0.742395 -2.25 1.59 0.22 -0.24
C -0.182871 -0.167693 0.500278 1.72 -1.69 0.51 -0.05
C -0.557337 0.911005 1.395191 -0.51 1.08 0.40 -0.24
C 0.301101 2.016034 1.629693 -0.62 -0.55 -0.04 -0.05
C 0.000830 2.939661 2.624587 -0.29 0.10 0.08 -0.08
C -1.200388 2.841403 3.341271 0.27 -0.04 -0.02 -0.10
C -2.098007 1.806081 3.057376 -0.22 0.31 -0.10 -0.11
C -1.805067 0.869734 2.071664 0.64 0.15 -0.26 -0.07
H 1.247973 0.442872 -1.121481 -0.17 0.21 -0.50 0.04
H 1.722311 1.291447 -2.602161 -0.10 -0.02 -0.14 0.10
H 0.011300 0.899590 -2.283386 0.27 -0.13 0.04 0.06
H 1.150569 -1.576460 -4.896595 -0.07 0.15 0.00 0.10
H 0.056816 -0.205341 -4.629184 0.15 -0.18 0.01 0.04
H 1.783080 0.079324 -4.761096 -0.07 -0.18 0.19 0.09
H 2.846144 -2.228833 -3.149585 -0.01 0.16 0.06 0.10
H 3.350651 -0.519315 -3.107089 -0.15 -0.14 0.04 0.10
H 2.905281 -1.344294 -1.612528 0.02 0.03 -0.28 0.03
H -1.352770 -1.218665 -3.693375 0.42 -0.45 -0.04 0.10
H -2.413777 -3.469630 -3.738808 0.30 0.05 0.17 0.11
H -1.480037 -5.248472 -2.287353 -0.11 0.50 0.28 0.11
H -1.038388 -3.524426 1.653885 0.27 -0.05 0.00 0.10
H -0.506311 -5.102968 2.257916 0.08 0.21 -0.17 0.10
H 0.703938 -3.944468 1.723944 -0.31 0.01 0.04 0.05
H 0.476770 -6.554794 -1.011527 0.05 0.10 0.15 0.09
H 1.674207 -5.530334 -0.208657 -0.24 -0.18 0.01 0.07
H 0.702350 -6.669151 0.750989 0.00 0.11 -0.22 0.10
H -1.919977 -6.321534 -0.698321 -0.02 0.12 0.17 0.07
H -1.803387 -6.298580 1.058809 0.07 0.14 -0.23 0.09
H -2.601265 -4.958186 0.221415 0.08 -0.09 -0.04 0.10
H 2.230473 -3.883733 0.510393 0.09 0.30 0.08 0.10
H 3.176009 -2.643580 -0.307187 -0.06 -0.13 0.07 0.11
H 2.448597 -2.783946 2.589632 0.11 0.07 -0.12 0.11
H 3.760765 -1.869735 1.834528 -0.29 -0.18 -0.12 0.11
H 5.385025 2.836053 1.939503 -0.16 0.05 -0.18 0.08
H 5.204639 2.580829 0.208700 -0.06 -0.05 0.14 0.09
H 3.816375 3.152176 1.150993 0.12 -0.05 0.05 0.09
H 3.386882 -0.453222 0.068719 0.01 0.29 -0.14 0.05
H 2.783676 1.210536 -0.185409 0.11 -0.20 0.10 0.07
H 4.397358 0.750740 -0.736742 -0.17 -0.04 0.18 0.10
H 5.352089 -0.858697 1.740324 0.10 0.26 0.00 0.07
H 6.229290 0.344960 0.781420 -0.10 -0.02 0.19 0.09
H 6.057480 0.565038 2.537664 -0.09 -0.11 -0.14 0.09
H 4.636091 2.274178 3.615722 -0.43 -0.10 -0.05 0.11
H 3.166388 2.637644 5.557014 -0.02 -0.29 -0.19 0.11
H 1.244276 1.164291 5.893921 0.18 -0.14 -0.32 0.11
H -1.019610 0.413164 5.070799 0.09 -0.10 0.11 0.07
H -1.268051 -1.187034 5.788906 0.15 0.07 -0.04 0.09
H -0.100534 -0.095186 6.521271 -0.19 -0.01 -0.21 0.08
H 2.223034 -2.444820 4.932020 -0.17 0.05 0.10 0.08
H 1.879115 -1.426603 6.341338 -0.08 -0.14 -0.18 0.09
H 0.792656 -2.776443 5.941287 0.06 0.13 -0.10 0.09
H 0.511017 -2.391204 2.985218 -0.21 -0.01 0.08 0.04
H -0.871366 -2.519611 4.078371 0.17 0.09 -0.11 0.10
H -0.758198 -1.157074 2.947151 0.12 -0.21 0.09 0.07
H -0.850091 -0.475273 -0.301401 0.08 -0.02 0.23 0.10
H 1.192658 2.115324 1.007030 -0.16 -0.05 0.38 0.10
H 0.712173 3.735169 2.851868 -0.25 -0.12 -0.09 0.11
H -1.431544 3.580638 4.115407 0.09 -0.35 -0.26 0.10
H -3.039805 1.731855 3.612148 0.34 0.07 -0.22 0.11
H -2.507607 0.065098 1.819425 0.31 0.26 0.27 0.12
```
Positions in Å, forces in eV/Å.

Values from the calculation:
- Calculated total energy: -2366.24894 Eh
- Kohn-Sham gap: 2.82 eV
- LUMO energy: -5.942 eV
- Total charge: +1



Here is a cluster of 2 separate species, CH3NO4S in total from the Open Molecules 2025 dataset. Energies are from the ωB97M-V functional and the def2-TZVPD basis.

Geometry as XYZ:
```
10
Properties=species:S:1:pos:R:3:forces:R:3:nbo_charge:R:1
C -0.029293 0.212734 -0.286237 -2.62 -1.00 1.83 -0.90
N -4.119796 -0.290761 0.197854 -1.64 0.35 -0.41 0.70
O -2.840827 -0.278336 0.109499 0.61 -0.14 0.20 -0.37
O -4.724928 0.714365 -0.089508 0.43 1.21 -0.24 -0.37
O -0.523786 2.670245 0.502696 0.11 0.17 0.31 -0.74
O -4.721030 -1.290877 0.518281 1.19 -0.90 0.34 -0.35
S -0.939472 1.740171 -0.537905 -0.36 -1.05 -0.44 1.22
H 0.993046 0.206348 -0.537228 1.15 0.22 -0.35 0.25
H -0.613165 -0.642293 -0.669734 0.37 0.59 -0.79 0.28
H -0.230222 -0.016849 0.792448 0.77 0.56 -0.45 0.27
```
Positions in Å, forces in eV/Å.

Values from the calculation:
- Calculated total energy: -793.55208 Eh
- Kohn-Sham gap (alpha / beta): 8.69 / 4.95 eV
- LUMO energy (alpha / beta): -2.321 / -4.145 eV
- Total charge: 0



Here is a cluster of 2 separate species, C3ClO4 in total from the Open Molecules 2025 dataset. Energies are from the ωB97M-V functional and the def2-TZVPD basis.

Geometry as XYZ:
```
8
Properties=species:S:1:pos:R:3:forces:R:3:nbo_charge:R:1
C 1.763052 -0.556662 0.108402 1.56 -1.86 0.24 1.05
C -1.127728 1.065168 -0.101338 0.48 -2.48 -0.58 0.71
C -1.407205 -0.172041 -0.790026 0.15 1.35 -1.38 -0.27
O 0.014460 0.375661 -0.261415 0.25 0.95 -0.27 -0.63
O 1.556586 -1.626328 -0.318005 -0.84 0.07 -0.46 -0.57
O -1.407549 2.088092 0.401023 -0.54 1.95 0.78 -0.61
O 2.431893 0.228440 0.646576 -0.11 1.47 0.35 -0.58
Cl -1.823511 -1.402328 0.314783 -0.94 -1.46 1.33 -0.10
```
Positions in Å, forces in eV/Å.

Values from the calculation:
- Calculated total energy: -875.47093 Eh
- Kohn-Sham gap: 7.43 eV
- LUMO energy: 3.734 eV
- Total charge: -1



Here is a cluster of 2 separate species, C3H4BrN in total from the Open Molecules 2025 dataset. Energies are from the ωB97M-V functional and the def2-TZVPD basis.

Geometry as XYZ:
```
9
Properties=species:S:1:pos:R:3:forces:R:3:nbo_charge:R:1
C 0.234138 1.907305 -0.300452 -0.28 0.29 -0.49 0.30
C 0.218723 -1.163212 0.002731 0.44 1.62 -0.82 -0.42
C -0.984896 -1.321084 -0.503119 -0.40 0.55 1.93 -0.22
N 1.005498 2.413076 0.411158 2.13 -0.10 2.49 -0.77
Br -2.430988 -0.294581 0.246120 0.24 -0.54 -0.47 0.02
H 1.715106 2.449314 1.210112 -1.79 0.15 -2.07 0.46
H 1.036909 -1.574378 -0.563238 0.34 -0.65 0.33 0.21
H 0.441575 -0.284613 0.620694 -0.10 -0.83 0.07 0.21
H -1.236064 -2.131828 -1.124008 -0.58 -0.49 -0.98 0.21
```
Positions in Å, forces in eV/Å.

Values from the calculation:
- Calculated total energy: -2745.38313 Eh
- Kohn-Sham gap: 10.33 eV
- LUMO energy: 0.874 eV
- Total charge: 0



Copy entry 6 word for word.
Here is a cluster of 2 separate species, C3H4BrN in total from the Open Molecules 2025 dataset. Energies are from the ωB97M-V functional and the def2-TZVPD basis.

Geometry as XYZ:
```
9
Properties=species:S:1:pos:R:3:forces:R:3:nbo_charge:R:1
C 0.234138 1.907305 -0.300452 -0.28 0.29 -0.49 0.30
C 0.218723 -1.163212 0.002731 0.44 1.62 -0.82 -0.42
C -0.984896 -1.321084 -0.503119 -0.40 0.55 1.93 -0.22
N 1.005498 2.413076 0.411158 2.13 -0.10 2.49 -0.77
Br -2.430988 -0.294581 0.246120 0.24 -0.54 -0.47 0.02
H 1.715106 2.449314 1.210112 -1.79 0.15 -2.07 0.46
H 1.036909 -1.574378 -0.563238 0.34 -0.65 0.33 0.21
H 0.441575 -0.284613 0.620694 -0.10 -0.83 0.07 0.21
H -1.236064 -2.131828 -1.124008 -0.58 -0.49 -0.98 0.21
```
Positions in Å, forces in eV/Å.

Values from the calculation:
- Calculated total energy: -2745.38313 Eh
- Kohn-Sham gap: 10.33 eV
- LUMO energy: 0.874 eV
- Total charge: 0